116
Properties=species:S:1:pos:R:3:forces:R:3 method="wB97M-V/def2-TZVPD" orbital_gap_ev=6.312 homo_energy_ev=-11.6 charge=+2 max_force_ev_per_a=0.4 de_lowest_kj_mol=54.0 spin_multiplicity=1 e_lumo_ha=-0.1934
Pb 1.18165 -0.12223 -0.14882 0.2 -0.1 -0.3
I 4.47963 0.35652 6.48435 0.0 0.0 0.0
C 3.55389 0.80636 4.67339 -0.1 0.0 0.0
C 4.30908 1.25485 3.59808 0.1 0.0 0.0
C 3.69056 1.53601 2.39008 0.0 0.0 0.1
I 4.82311 2.06048 0.72409 0.0 0.0 0.0
C 2.30976 1.38770 2.22474 -0.1 0.0 -0.1
O 1.70187 1.64448 1.07629 0.0 0.1 0.1
C 1.57250 0.88540 3.31262 -0.1 0.1 0.0
C 0.14251 0.52428 3.04241 0.1 0.0 0.0
N 0.09479 -0.66310 2.14876 -0.1 0.0 0.0
C 0.64896 -1.85802 2.79842 0.0 0.0 0.1
C 2.09485 -2.13903 2.45942 0.0 -0.1 0.0
C 2.86193 -2.94167 3.29515 0.0 0.1 0.0
C 4.15887 -3.25220 2.92601 0.0 0.0 0.0
C 4.65740 -2.76168 1.72777 0.0 0.0 -0.1
C 3.83225 -1.96875 0.95545 0.1 0.0 0.1
N 2.58240 -1.65900 1.31596 0.0 0.0 0.0
C 2.18663 0.61457 4.52331 0.1 0.0 0.1
H 5.37986 1.37264 3.69480 0.0 0.0 0.0
H -0.38796 0.31356 3.97790 0.0 0.0 0.0
H -0.37353 1.33346 2.52361 0.0 0.0 0.0
H -0.87300 -0.84468 1.89704 0.0 0.0 0.0
H 0.56616 -1.77019 3.88696 0.0 -0.1 0.0
H 0.05347 -2.72742 2.50580 0.0 0.0 -0.1
H 2.44712 -3.30415 4.22639 0.0 0.0 0.0
H 4.77645 -3.86699 3.56668 0.0 0.0 0.0
H 5.66473 -2.97804 1.40299 0.0 0.0 0.0
H 4.18297 -1.54714 0.02085 0.0 0.0 0.0
H 1.59988 0.23040 5.34978 0.0 0.0 0.0
N -0.82729 4.34257 2.51055 0.0 0.0 0.0
C -0.23818 4.31790 1.31056 0.0 0.1 0.1
N -0.64870 3.60344 0.31416 -0.1 0.0 -0.1
C -1.71292 2.77728 0.48238 0.1 -0.1 0.1
N -1.87951 1.83311 -0.43903 -0.2 0.2 0.1
N -0.77132 1.63603 -1.29105 0.2 0.1 -0.4
C -0.57233 2.46509 -2.23306 0.0 -0.2 0.2
C 0.60972 2.31110 -3.10134 0.0 0.1 0.0
C 0.69714 3.04573 -4.27478 0.0 0.0 0.1
C 1.82636 2.89618 -5.07116 0.0 0.0 0.0
C 2.82055 2.03472 -4.65138 0.0 0.0 0.0
C 2.64634 1.34872 -3.45253 0.0 0.0 0.0
N 1.57041 1.47203 -2.69052 -0.1 0.0 0.0
C -2.55302 2.92130 1.65686 0.0 0.1 0.1
C -3.81415 2.33994 1.82469 0.0 0.0 0.0
C -4.49536 2.47344 3.01033 0.0 0.0 0.0
C -3.93606 3.19811 4.06769 0.0 0.0 0.0
C -2.71466 3.81542 3.92172 0.0 0.0 0.0
C -2.03370 3.69179 2.71058 0.0 0.0 0.0
H -0.43345 4.90503 3.25005 0.0 0.0 0.0
H 0.64512 4.93339 1.18743 0.0 0.0 0.0
H -1.23548 3.31030 -2.40554 -0.1 0.0 0.0
H -0.09978 3.72038 -4.55760 0.0 0.0 0.0
H 1.92514 3.44927 -5.99501 0.0 0.0 0.0
H 3.72416 1.89588 -5.22793 0.0 0.0 0.0
H 3.41876 0.67763 -3.09007 0.0 0.0 0.0
H -4.27042 1.80837 1.00863 0.0 -0.1 -0.1
H -5.47395 2.02641 3.11991 0.0 0.0 0.0
H -4.47661 3.29772 4.99883 0.0 0.0 0.0
H -2.28988 4.40666 4.72276 0.0 0.0 0.0
O -0.33284 -2.13400 -1.04277 0.3 0.2 0.3
P -0.75453 -3.36121 -1.79140 -0.1 -0.4 -0.1
C -2.47947 -3.19404 -2.28466 0.0 -0.1 0.1
C -2.88287 -3.04160 -3.60325 0.1 0.0 -0.1
C -4.21944 -2.79626 -3.89545 0.0 0.0 0.0
C -5.15056 -2.69625 -2.87328 0.0 0.0 0.0
C -4.75405 -2.84590 -1.54826 -0.1 -0.2 -0.1
C -3.42412 -3.09807 -1.25619 0.0 -0.1 0.1
C -0.63177 -4.82692 -0.75533 0.0 0.1 -0.1
C 0.42171 -4.87710 0.15740 0.1 0.1 0.0
C 0.60735 -6.00011 0.94398 0.0 0.0 0.0
C -0.25689 -7.08136 0.82178 0.0 0.0 0.0
C -1.30588 -7.03677 -0.08523 0.0 0.0 0.0
C -1.49416 -5.91170 -0.87429 -0.1 0.0 0.0
C 0.24556 -3.63762 -3.25654 0.0 0.1 0.0
C 0.16727 -4.82533 -3.97924 0.0 -0.1 0.0
C 0.96048 -5.00608 -5.09923 0.0 0.0 0.0
C 1.83761 -4.00499 -5.49760 0.0 0.0 0.0
C 1.91753 -2.81993 -4.78024 0.0 0.0 -0.1
C 1.12099 -2.63329 -3.66179 -0.1 0.0 0.0
H -2.15908 -3.10971 -4.40570 0.0 0.0 0.0
H -4.53193 -2.68463 -4.92494 0.0 0.0 0.0
H -6.19052 -2.51083 -3.10671 0.0 0.0 0.0
H -5.48265 -2.77804 -0.75009 0.0 0.0 -0.1
H -3.11556 -3.23872 -0.22295 0.0 -0.1 0.0
H 1.09543 -4.03109 0.24463 0.0 0.0 0.0
H 1.42715 -6.03858 1.64953 0.0 0.0 0.0
H -0.11129 -7.96067 1.43450 0.0 0.0 0.0
H -1.97999 -7.87739 -0.17649 0.0 0.0 0.0
H -2.32367 -5.87909 -1.57108 0.0 0.0 0.0
H -0.50374 -5.61638 -3.66485 0.0 0.0 0.0
H 0.90114 -5.92920 -5.65919 0.0 0.0 0.0
H 2.45970 -4.15187 -6.37006 0.0 0.0 0.0
H 2.59999 -2.04157 -5.09617 0.0 0.0 0.0
H 1.16058 -1.70303 -3.10784 0.0 0.0 0.0
C -8.89370 -0.54477 0.45436 -0.1 0.0 0.0
C -7.41543 -0.41924 0.25000 0.1 0.0 0.0
C -6.51472 -0.93873 1.17382 0.0 0.0 0.0
C -5.14083 -0.82305 1.00731 0.1 0.3 0.0
C -4.24460 -1.37828 2.08089 0.0 0.0 0.0
C -4.65744 -0.18041 -0.14847 -0.3 0.3 0.1
Te -2.60537 -0.22377 -0.55783 -0.1 0.1 0.0
C -5.54947 0.35290 -1.09933 0.1 0.1 0.2
C -5.08593 1.10469 -2.31270 0.0 0.0 -0.1
C -6.91282 0.23174 -0.87118 0.0 -0.1 0.0
H -9.12663 -1.12642 1.34388 0.0 0.0 0.0
H -9.36176 -1.02849 -0.40375 0.0 0.0 0.0
H -9.35223 0.43952 0.55930 0.0 0.0 0.0
H -6.89566 -1.44169 2.05500 0.0 0.0 0.0
H -4.82494 -1.59439 2.97632 0.0 0.0 0.0
H -3.45839 -0.66902 2.34792 0.0 0.0 0.0
H -3.76040 -2.30769 1.76946 0.0 0.0 0.0
H -4.20605 0.64772 -2.76764 0.0 0.0 0.0
H -4.82485 2.13405 -2.05111 0.0 0.0 0.0
H -5.87611 1.14575 -3.05993 0.0 0.0 0.0
H -7.60456 0.64983 -1.59319 0.0 0.0 0.0

29
Properties=species:S:1:pos:R:3:forces:R:3 method="wB97M-V/def2-TZVPD" orbital_gap_ev="8.507 / 8.508" homo_energy_ev="-12.7 / -12.7" charge=+1 max_force_ev_per_a=4.1 de_lowest_kj_mol=592.8 spin_multiplicity=1 e_lumo_ha="-0.1549 / -0.1549"
C 2.31073 -2.49783 0.35515 1.1 0.5 -0.5
C 0.96115 -2.30181 0.25951 0.7 0.4 1.1
C 3.18797 -1.46334 -0.17376 0.2 -0.8 1.0
C 2.60212 -0.29140 -0.57479 3.2 0.3 -0.2
C 0.47613 -1.05581 -0.15198 -2.2 1.0 -0.6
C -3.78790 -0.24442 0.50675 -0.9 -0.2 2.0
C 0.87373 1.19957 -1.13772 1.8 -0.1 1.3
C -2.59609 0.72658 0.53147 -0.8 -0.6 0.6
C 0.91254 2.22948 -0.01826 0.3 -0.8 1.2
N 1.28568 -0.11899 -0.65591 -0.5 -0.3 0.6
N -1.51854 0.43097 -0.37065 -1.3 -0.6 -2.9
N -0.87308 -0.75799 -0.00575 -0.1 -0.5 -0.7
O 1.68952 1.87197 1.15684 -1.1 0.1 -1.0
H 2.65209 -3.40652 0.91255 0.0 1.0 -0.9
H 0.35996 -2.97238 0.84163 -0.7 -0.2 -0.3
H 4.30752 -1.53851 -0.13357 -1.4 0.0 0.0
H 3.24688 0.63219 -0.79814 -1.1 -1.7 0.0
H -3.71130 -1.20956 1.12370 0.7 0.9 -1.4
H -4.61589 0.19097 1.17331 0.8 -0.1 -1.7
H -4.04011 -0.40558 -0.56224 -0.4 -0.1 0.8
H -0.08852 1.11503 -1.51093 -1.2 0.3 -1.1
H 1.63217 1.40069 -1.81680 0.9 0.6 -1.8
H -2.93030 1.73595 0.28299 0.0 -0.1 0.0
H -2.13278 0.73340 1.50558 0.0 0.2 0.6
H -0.08974 2.15705 0.30576 -1.0 0.7 0.9
H 1.14047 3.22036 -0.38242 0.1 0.2 -0.2
H -2.43862 0.45561 -1.76189 2.5 -0.6 3.1
H -1.42229 -1.59202 0.16819 -0.3 0.2 0.1
H 2.60652 1.75633 0.93138 0.6 0.2 -0.1